(1)
This record from the OMol25 dataset describes 12 unconnected molecules or ions with the total composition H24O12. The level of theory is wB97M-V/def2-TZVPD.

Summary:
SMILES: O.O.O.O.O.O.O.O.O.O.O.O
E in hartree: -917.2514
F_max in eV/Å: 2.3
Frontier orbital gap in Eh: 0.37850

The geometry in XYZ format:
```
36
Properties=species:S:1:pos:R:3:nbo_charge:R:1
O -12.68576 0.86063 8.40692 -0.973
H -12.24857 1.07293 7.58558 0.514
H -12.18275 0.15651 8.78890 0.470
O -13.28623 -1.50895 10.52967 -0.958
H -12.98660 -2.38436 10.60281 0.487
H -12.93687 -1.10411 11.31035 0.480
O -13.83961 -3.81985 8.37225 -1.004
H -13.03203 -4.31643 8.25433 0.469
H -13.86468 -3.08637 7.71516 0.508
O -15.29200 -0.95016 4.62747 -0.960
H -16.17768 -0.94614 4.97751 0.493
H -15.38174 -0.22807 4.00814 0.489
O -15.93761 -1.78313 9.23378 -0.969
H -15.97866 -2.59604 8.72756 0.491
H -15.11246 -1.75104 9.73723 0.509
O -12.03254 -2.30658 4.00648 -0.920
H -12.09532 -3.18494 3.68178 0.459
H -12.97048 -2.13617 4.07027 0.459
O -11.36205 0.13531 5.93013 -0.959
H -11.71817 -0.73051 6.25448 0.494
H -10.44835 0.21053 6.16836 0.471
O -14.36333 1.30534 10.62003 -0.947
H -13.72340 1.08851 9.97202 0.483
H -14.61632 0.47822 11.05206 0.457
O -13.86924 1.79028 5.37227 -0.915
H -14.39352 1.08455 5.00178 0.448
H -14.30229 2.56041 5.02742 0.465
O -13.84233 -1.49349 7.02772 -0.996
H -13.72616 -0.78599 7.67139 0.510
H -14.22127 -1.13401 6.23983 0.491
O -14.66467 -3.72771 4.98128 -0.937
H -14.92682 -2.81450 4.83752 0.470
H -14.70656 -4.05890 4.08557 0.460
O -17.28150 -0.21997 7.63725 -0.957
H -17.21198 -0.90405 6.98607 0.422
H -16.65850 -0.66770 8.26808 0.497
```

(2)
This record from the OMol25 dataset describes FHNP in the gas phase. The level of theory is wB97M-V/def2-TZVPD.

Summary:
SMILES: N#[PH]F
E in hartree: -496.4488
F_max in eV/Å: 4.0
Frontier orbital gap in Eh: 0.35552

The geometry in XYZ format:
```
4
Properties=species:S:1:pos:R:3:nbo_charge:R:1
N 0.14838 1.75482 0.36637 -0.813
P -0.08789 0.29518 0.11031 1.397
F 0.09370 -1.14233 -1.28350 -0.629
H -0.15420 -0.90768 0.80682 0.045
```

(3)
This record from the OMol25 dataset describes 2 unconnected molecules or ions with the total composition C4H14N2O. The level of theory is wB97M-V/def2-TZVPD.

Summary:
SMILES: CNCCCN.O
E in hartree: -345.4634
F_max in eV/Å: 7.2
Frontier orbital gap in Eh: 0.35386

The geometry in XYZ format:
```
21
Properties=species:S:1:pos:R:3:nbo_charge:R:1
C -2.11755 0.06776 2.28207 -0.420
N -1.73944 -0.57567 1.07572 -0.621
C -0.97981 0.28249 0.11443 -0.228
C -0.44963 -0.63469 -0.91691 -0.430
C 0.87595 -1.29828 -0.22640 -0.211
N 2.09257 -0.55569 -0.26450 -0.831
H -3.16747 0.38039 2.31694 0.184
H -1.61482 1.07806 2.55399 0.168
H -2.05655 -0.66274 3.12948 0.196
H -1.09521 -1.27794 1.28991 0.334
H -0.25706 0.94964 0.64296 0.183
H -1.83989 0.80855 -0.30711 0.196
H -1.30516 -1.22045 -1.14774 0.225
H -0.11354 -0.06680 -1.76541 0.203
H 0.50307 -1.38489 0.86878 0.159
H 0.84334 -2.38725 -0.58473 0.173
H 2.53829 -0.73143 0.58401 0.362
H 2.71149 -0.93619 -0.99488 0.357
O 2.15683 2.90845 -2.81941 -0.979
H 2.16205 1.86996 -2.71753 0.502
H 2.85256 3.38674 -3.11365 0.476
```

(4)
This record from the OMol25 dataset describes C18H20N2O2S in the gas phase. The level of theory is wB97M-V/def2-TZVPD.

Summary:
SMILES: CCCn1cc(SCC(=O)NCc2ccco2)c2ccccc21
E in hartree: -1356.1034
F_max in eV/Å: 0.9
Frontier orbital gap in Eh: 0.30305

The geometry in XYZ format:
```
43
Properties=species:S:1:pos:R:3:nbo_charge:R:1
C -1.42353 -3.46686 -1.91295 -0.606
C -0.97172 -2.20234 -1.19629 -0.408
C -2.06772 -1.65613 -0.27581 -0.198
N -1.64113 -0.46095 0.39902 -0.358
C -0.99315 -0.44130 1.60257 -0.027
C -0.60216 0.83291 1.90089 -0.269
S 0.28358 1.39062 3.31888 0.251
C 1.13401 -0.15111 3.78988 -0.622
C 1.82826 -0.80862 2.60644 0.678
O 1.75970 -2.00106 2.40191 -0.627
N 2.54853 0.04825 1.85611 -0.612
C 3.16422 -0.34257 0.60911 -0.274
C 2.39230 0.15389 -0.57448 0.269
C 1.80206 1.35644 -0.83150 -0.319
C 1.21180 1.24162 -2.11392 -0.294
C 1.49067 -0.01823 -2.53934 0.069
O 2.20141 -0.68551 -1.61308 -0.402
C -1.03096 1.66699 0.82848 -0.117
C -0.93445 3.03238 0.57042 -0.191
C -1.46132 3.51387 -0.60559 -0.243
C -2.08423 2.66150 -1.52226 -0.223
C -2.19663 1.30867 -1.28802 -0.251
C -1.66769 0.80963 -0.10275 0.213
H -0.63229 -3.83766 -2.55910 0.216
H -2.30239 -3.26922 -2.52342 0.199
H -1.67217 -4.24523 -1.19511 0.203
H -0.71117 -1.43207 -1.92545 0.206
H -0.08153 -2.41148 -0.59936 0.215
H -2.32466 -2.40588 0.47787 0.206
H -2.96670 -1.43036 -0.85703 0.201
H -0.85056 -1.35138 2.15146 0.230
H 1.86838 0.13766 4.54293 0.251
H 0.42148 -0.84520 4.23494 0.239
H 2.44829 1.03724 2.03696 0.406
H 3.19031 -1.43530 0.58552 0.254
H 4.19171 0.04066 0.58490 0.211
H 1.77963 2.21877 -0.19792 0.230
H 0.65563 1.99492 -2.63155 0.234
H 1.26281 -0.53870 -3.44834 0.202
H -0.45716 3.68570 1.28589 0.216
H -1.39677 4.56817 -0.83098 0.212
H -2.48604 3.07650 -2.43520 0.212
H -2.67862 0.66077 -2.00471 0.213
```

(5)
This record from the OMol25 dataset describes a molecular structure, C28H23Cl2N3PRhS2. The level of theory is wB97M-V/def2-TZVPD.

Summary:
Net charge: +2
E in hartree: -3413.2070
F_max in eV/Å: 0.5
Frontier orbital gap (alpha / beta) in Eh: 0.29258 / 0.20839
Spin multiplicity: 5

The geometry in XYZ format:
```
60
Properties=species:S:1:pos:R:3:lowdin_spin:R:1
Rh 0.54452 0.42680 0.68261 2.170
Cl 0.91774 0.09702 3.42146 0.078
C 2.63242 -0.12438 3.62586 0.074
C 3.10613 -0.24496 4.90486 0.003
C 4.48079 -0.40155 5.10488 0.122
C 5.35619 -0.43133 4.03579 -0.014
C 4.87123 -0.30376 2.74518 0.106
Cl 5.98280 -0.34575 1.44825 0.038
C 3.47591 -0.14049 2.48393 0.100
S 2.95103 0.01323 0.88137 0.611
H 2.42688 -0.21766 5.74396 0.000
H 4.86188 -0.50003 6.11176 0.006
H 6.41793 -0.55230 4.19134 -0.002
N -0.57785 -1.20938 -1.79116 0.022
P 0.72327 -0.11476 -1.80372 0.160
C 1.20014 -0.05099 -3.55011 0.044
C 0.49638 -0.63699 -4.59721 0.010
C 0.92716 -0.45823 -5.90309 0.002
C 2.06057 0.29455 -6.17006 0.005
C 2.77281 0.87099 -5.12814 -0.001
C 2.34775 0.69433 -3.82297 0.008
C -0.03978 1.52865 -1.57131 0.033
C -1.35140 1.82515 -1.96430 0.024
C -1.83330 3.11057 -1.83613 0.008
C -1.02357 4.11484 -1.30610 0.032
C 0.27762 3.84182 -0.92213 0.006
C 0.77496 2.55046 -1.06211 0.044
C -0.93555 -1.94933 -0.68284 0.006
C -1.71831 -3.10287 -0.83658 0.005
C -2.05561 -3.82857 0.27903 -0.004
C -1.60705 -3.40061 1.53063 0.006
C -0.85292 -2.25839 1.59559 0.004
N -0.52893 -1.51911 0.51490 0.079
H -0.89571 -1.59113 -2.66964 0.001
H -0.39365 -1.23426 -4.44666 0.001
H 0.37321 -0.91175 -6.71300 0.000
H 2.39297 0.42673 -7.19020 0.000
H 3.66305 1.44961 -5.33047 0.000
H 2.91736 1.14079 -3.01608 0.002
H -1.97937 1.04721 -2.38120 0.001
H -2.83982 3.34671 -2.15346 0.000
H -1.41481 5.11781 -1.20657 0.001
H 0.90703 4.62417 -0.52243 -0.001
H 1.81321 2.34793 -0.80580 0.010
H -2.02447 -3.41614 -1.82519 0.001
H -2.64630 -4.72862 0.18234 0.000
H -1.83082 -3.95322 2.43033 0.001
H -0.47902 -1.89546 2.54156 0.001
S -1.31203 1.83266 1.59566 0.130
C -2.63420 0.77075 1.89849 0.019
N -3.15468 0.75418 3.14958 0.016
C -4.23701 0.03868 3.52028 0.003
C -4.87142 -0.75333 2.60419 0.012
C -4.37866 -0.77254 1.29341 0.002
C -3.28226 -0.01956 0.94241 0.012
H -2.70242 1.35429 3.83096 0.001
H -4.54312 0.14409 4.55016 0.000
H -5.73798 -1.32540 2.89540 0.001
H -4.87727 -1.37197 0.54399 0.000
H -2.91359 0.00082 -0.07151 0.000
```

(6)
This record from the OMol25 dataset describes 8 unconnected molecules or ions with the total composition C9H7Cl29OPS. The level of theory is wB97M-V/def2-TZVPD.

Summary:
Net charge: +1
E in hartree: -14507.1704
F_max in eV/Å: 1.4
Frontier orbital gap in Eh: 0.33048

The geometry in XYZ format:
```
48
Properties=species:S:1:pos:R:3:nbo_charge:R:1
C 1.89775 -1.55897 1.32955 -0.640
C 1.00135 -0.39813 0.85228 -0.506
S -0.33362 -0.17874 2.08735 0.234
P -2.02303 -1.55372 1.69978 1.098
O -2.86383 -0.64299 0.66117 -0.972
Cl -1.18430 -2.95600 0.47362 -0.228
H 2.94027 -1.34252 1.11605 0.256
H 1.78295 -1.72353 2.40095 0.227
H 1.57656 -2.47044 0.83365 0.234
H 0.54772 -0.66062 -0.10155 0.252
H 1.55123 0.53083 0.72882 0.274
H -0.84241 1.05226 1.82636 0.214
H -3.75900 -0.54602 1.04360 0.532
C -3.78174 0.22448 -2.59489 -0.225
Cl -5.35072 0.02207 -1.80868 0.055
Cl -4.00048 0.70251 -4.27627 0.085
Cl -2.85531 1.47924 -1.75101 0.035
Cl -2.91776 -1.31235 -2.48507 0.054
C -3.40441 -4.28776 -5.52351 -0.227
Cl -4.13342 -5.33103 -4.29599 0.054
Cl -4.01389 -2.64067 -5.32824 0.050
Cl -1.64646 -4.28464 -5.32189 0.048
Cl -3.81347 -4.88888 -7.12981 0.074
C 2.10941 3.74559 -0.60623 -0.226
Cl 0.57302 2.93817 -0.99513 0.024
Cl 2.64988 4.66673 -2.00388 0.090
Cl 1.86004 4.81953 0.76663 0.074
Cl 3.33023 2.52701 -0.19320 0.041
C -1.07983 5.63117 3.28818 -0.223
Cl -0.58759 3.93143 3.09984 0.004
Cl 0.31820 6.68564 3.04104 0.074
Cl -2.31655 6.00394 2.09086 0.076
Cl -1.71784 5.86248 4.91347 0.083
C -5.53458 3.02536 1.42871 -0.226
Cl -3.92527 3.30773 2.10681 0.042
Cl -5.94608 1.30391 1.56679 0.023
Cl -6.72753 3.97731 2.30622 0.087
Cl -5.53081 3.49558 -0.27165 0.073
C 4.74756 -3.83490 3.04383 -0.228
Cl 3.35254 -4.91402 2.89773 0.048
Cl 5.23265 -3.28459 1.43344 0.054
Cl 4.30471 -2.43968 4.04307 0.041
Cl 6.08443 -4.69519 3.79990 0.083
C 6.89022 -1.99905 -2.04138 -0.226
Cl 8.48974 -1.47158 -1.52139 0.075
Cl 6.61093 -3.66035 -1.50379 0.061
Cl 5.66034 -0.93708 -1.32673 0.026
Cl 6.77824 -1.91952 -3.79943 0.073
```